(1)
32
Properties=species:S:1:pos:R:3:forces:R:3 method="wB97M-V/def2-TZVPD" multiplicity=1 homo_lumo_gap_ev=9.60 e_above_lowest_kcal_mol=42.9 e_tot_ev=-22865.0758 charge=-1 lumo_ha=0.0956
O -2.020023 0.048874 -0.878786 0.15 -0.99 -0.56
O 3.984550 -0.326345 0.253825 -0.58 0.06 0.44
O -1.522438 0.943840 1.366830 0.29 -0.02 -1.92
O 1.862894 0.909396 4.293225 -0.02 0.41 0.22
O 1.413493 -0.752613 -0.391857 -0.90 0.13 -0.07
O 4.189691 -1.089977 -2.453688 0.40 0.01 0.30
O -3.344350 2.311476 -1.430929 -0.42 0.01 -0.07
O -3.241632 2.975077 1.900542 0.81 -0.25 -0.29
O -1.025949 -0.656559 3.491660 -0.15 0.22 0.10
O 0.092060 -3.529120 -3.412571 -0.04 0.72 -0.09
O -0.378379 -0.704637 -2.439712 0.59 -0.93 0.12
H 3.234489 -0.525070 0.831992 0.41 -0.02 0.51
H 2.564092 0.291825 4.086726 -0.04 -0.22 -0.14
H -2.440915 2.491172 -1.700810 0.05 -0.10 0.00
H -2.821166 2.171686 1.525113 -0.69 0.20 0.35
H 3.701511 -1.838781 -2.800749 -0.21 0.20 -0.29
H -0.606276 0.673551 1.214119 0.17 0.21 0.61
H -2.418134 3.481159 1.914742 -0.35 0.45 0.26
H 3.418223 -0.236349 -0.520323 0.59 0.04 -0.53
H -0.100569 -0.583811 -3.346066 -0.43 0.51 -0.07
H -1.469957 -0.007565 2.904636 0.22 -0.18 0.00
H -1.570181 -1.443054 3.410121 0.07 -0.09 0.05
H -1.277305 -0.224640 -1.681792 -0.04 0.78 -0.79
H 0.539276 -2.886851 -3.976426 0.29 -0.44 -0.33
H -3.342593 1.356615 -1.237215 0.26 0.35 -0.17
H -2.076857 -0.867933 -0.580584 -0.51 0.15 0.46
H 1.027162 0.461283 4.128062 -0.07 -0.27 -0.10
H -0.374718 -2.856289 -2.885763 -0.20 -0.12 0.47
H 1.477901 -1.020508 -1.309408 0.80 -0.54 -0.67
H 0.489767 -0.513089 -0.577742 -0.17 0.36 0.74
H 4.010681 -0.296623 -2.962207 -0.27 -0.22 -0.30
H -1.786997 0.820393 0.326029 -0.01 -0.40 1.72

=====

(2)
32
Properties=species:S:1:pos:R:3:forces:R:3 method="wB97M-V/def2-TZVPD" multiplicity=1 homo_lumo_gap_ev=9.66 e_above_lowest_kcal_mol=57.9 e_tot_ev=-22864.4220 charge=-1 lumo_ha=0.1024
O 0.124469 2.024312 -2.768875 -1.51 2.54 -2.92
O 2.667469 0.219312 -0.025875 -0.65 0.48 -0.54
O -0.906531 -0.836688 3.498125 -1.79 -1.88 0.65
O -0.111531 1.405312 2.199125 0.18 -1.07 -2.72
O 1.598469 2.698312 0.061125 1.89 -2.47 -1.78
O 0.213469 -1.235688 -2.459875 0.57 -2.45 -0.56
O -2.559531 0.828312 -0.874875 -1.75 0.05 -1.12
O 2.419469 -1.382688 2.237125 4.57 -3.29 0.57
O 0.141469 0.638312 -0.451875 -0.77 -2.60 1.37
O -0.980531 -3.211688 -0.782875 0.93 2.08 -0.56
O -2.941531 -1.387688 1.042125 1.94 0.62 -2.38
H -0.350531 -0.239688 3.045125 0.89 1.49 -0.82
H -1.645531 -0.984688 2.872125 0.47 0.09 0.43
H -0.438531 -1.047688 -3.119875 -0.37 0.89 -0.17
H -2.620531 0.737312 -1.842875 -0.17 0.06 0.60
H 1.673469 0.459312 -0.141875 1.22 -0.84 0.08
H 0.107469 -0.182688 0.134125 -0.08 1.20 -1.24
H 0.328469 -0.574688 -1.790875 -0.32 1.63 0.55
H -1.640531 0.671312 -0.717875 1.87 0.07 0.45
H 3.414469 -1.634688 1.884125 -3.99 0.99 1.35
H -0.591531 2.698312 -2.639875 1.06 -0.76 -0.38
H 3.030469 0.924312 -0.579875 0.56 -0.86 -0.18
H 0.995469 1.987312 -0.430875 1.45 2.23 1.95
H -0.670531 -2.433688 -1.371875 -0.18 -1.58 0.92
H 0.809469 1.526312 2.502125 -0.57 0.04 -0.85
H 0.151469 1.643312 -1.939875 0.18 -1.75 2.74
H -2.185531 -1.716688 0.448125 -1.29 -0.47 1.54
H 2.514469 2.183312 0.002125 -3.15 2.41 0.74
H 2.226469 -0.675688 1.684125 -0.46 2.19 -1.73
H -1.631531 -3.644688 -1.314875 -0.67 -0.46 -0.41
H -3.021531 -0.553688 0.510125 -0.65 -0.34 0.88
H -0.120531 1.098312 1.135125 0.58 1.76 3.56